1.
The following is a quantum chemistry calculation of a 3-piece molecular cluster, C12H23FO8 overall at a distorted geometry, from the OMol25 dataset.

The geometry in XYZ format:
```
44
Properties=species:S:1:pos:R:3
C 0.430 1.578 3.795
C 0.754 0.223 3.203
O 0.370 0.143 1.819
C 1.182 0.758 0.963
O 2.206 1.321 1.238
O 0.681 0.606 -0.261
C 1.436 1.252 -1.290
H -0.626 1.816 3.648
H 0.649 1.581 4.862
H 1.015 2.365 3.321
H 0.184 -0.552 3.702
H 1.810 -0.020 3.311
H 2.478 0.943 -1.262
H 1.366 2.333 -1.187
H 0.996 0.950 -2.236
C 3.897 0.013 -6.923
C 2.675 0.598 -7.599
O 1.561 -0.307 -7.570
C 0.918 -0.382 -6.410
O 1.162 0.253 -5.419
O -0.060 -1.275 -6.537
C -0.813 -1.499 -5.343
H 4.148 -0.952 -7.363
H 4.747 0.684 -7.040
H 3.723 -0.138 -5.859
H 2.872 0.765 -8.655
H 2.386 1.550 -7.156
H -1.200 -0.564 -4.946
H -0.195 -1.993 -4.594
H -1.638 -2.147 -5.619
O -5.042 1.526 4.898
C -4.421 0.605 4.398
O -4.315 -0.596 4.990
C -3.208 -1.405 4.583
C -2.349 -1.688 5.788
C -1.466 -0.520 6.206
F -0.133 -0.867 6.037
H -3.950 0.727 3.416
H -3.598 -2.341 4.202
H -2.645 -0.942 3.779
H -1.718 -2.548 5.613
H -3.019 -1.921 6.603
H -1.594 -0.316 7.259
H -1.657 0.380 5.636
```

* net charge: 0
* SMILES string: CCOC(=O)OC.CCOC(=O)OC.O=COCCCF
* electronic energy: -31914.423 eV
* frontier orbital gap: 11.496 eV
* multiplicity: 1
* HOMO: -10.8 eV

Formally, the Löwdin partial charges of the atoms, in units of the elementary charge, are as follows: number 1, C, carries -0.06; number 2, C, carries -0.21; number 3, O, carries 0.03; number 4, C, carries -0.62; number 5, O, carries 0.13; number 6, O, carries 0.01; number 7, C, carries -0.03; number 8, H, carries 0.08; number 9, H, carries 0.08; number 10, H, carries 0.08; number 11, H, carries 0.10; number 12, H, carries 0.13; number 13, H, carries 0.10; number 14, H, carries 0.10; number 15, H, carries 0.09; number 16, C, carries -0.06; number 17, C, carries -0.21; number 18, O, carries 0.04; number 19, C, carries -0.62; number 20, O, carries 0.12; number 21, O, carries 0.01; number 22, C, carries -0.04; number 23, H, carries 0.08; number 24, H, carries 0.08; number 25, H, carries 0.07; number 26, H, carries 0.12; number 27, H, carries 0.12; number 28, H, carries 0.09; number 29, H, carries 0.10; number 30, H, carries 0.09; number 31, O, carries 0.07; number 32, C, carries -0.34; number 33, O, carries -0.01; number 34, C, carries -0.19; number 35, C, carries -0.13; number 36, C, carries -0.18; number 37, F, carries -0.06; number 38, H, carries 0.14; number 39, H, carries 0.13; number 40, H, carries 0.12; number 41, H, carries 0.12; number 42, H, carries 0.12; number 43, H, carries 0.12; number 44, H, carries 0.11

***

2.
The following is a quantum chemistry calculation of C12H23N2O2P2PbS as an isolated structure at a distorted geometry, from the OMol25 dataset.

The geometry in XYZ format:
```
43
Properties=species:S:1:pos:R:3
Pb -2.179 0.126 0.645
P 0.187 1.296 2.008
C 1.496 1.817 0.809
C 1.893 0.727 -0.153
N 1.040 -0.276 -0.399
C 1.363 -1.186 -1.327
C 2.577 -1.150 -2.031
C 3.455 -0.097 -1.790
C 3.097 0.871 -0.855
C 0.402 -2.332 -1.579
P -1.356 -1.871 -1.194
H 3.723 1.729 -0.611
H 2.792 -1.949 -2.740
H 4.422 -0.057 -2.282
H 0.458 -2.637 -2.635
H 0.641 -3.213 -0.956
H 1.121 2.657 0.237
H 2.365 2.191 1.373
H -0.773 2.833 -0.872
O -0.212 3.634 -0.805
H 0.157 3.754 -1.701
H -2.907 1.602 1.587
O -2.024 1.430 -1.093
H -2.734 2.092 -1.138
C -1.873 -1.134 -2.788
H -1.540 -1.745 -3.635
H -2.966 -1.046 -2.791
H -1.465 -0.118 -2.850
C -2.183 -3.491 -1.184
H -3.259 -3.312 -1.068
H -1.989 -4.035 -2.118
H -1.819 -4.056 -0.317
C 1.240 0.503 3.274
H 1.762 1.268 3.868
H 0.590 -0.114 3.905
H 1.962 -0.153 2.772
C -0.233 2.913 2.762
H -1.007 2.756 3.525
H 0.653 3.374 3.220
H -0.639 3.567 1.978
S -0.875 -2.283 2.100
C -2.206 -2.404 3.075
N -3.156 -2.480 3.775
```

* energy above the lowest of the compared OMol25 structures with the same formula, charge and spin: 58.26 kcal/mol
* net charge: +3
* electronic energy: -54518.016 eV
* frontier orbital gap (spin up / spin down): 4.097 / 5.099 eV
* multiplicity: 1
* HOMO (spin up / spin down): -19.0 / -19.0 eV

Formally, the Löwdin partial charges of the atoms, in units of the elementary charge, are as follows: number 1, Pb, carries 1.15; number 2, P, carries 0.92; number 3, C, carries -0.24; number 4, C, carries -0.30; number 5, N, carries 0.13; number 6, C, carries -0.30; number 7, C, carries 0.04; number 8, C, carries 0.03; number 9, C, carries 0.04; number 10, C, carries -0.21; number 11, P, carries 0.85; number 12, H, carries 0.15; number 13, H, carries 0.14; number 14, H, carries 0.15; number 15, H, carries 0.13; number 16, H, carries 0.12; number 17, H, carries 0.06; number 18, H, carries 0.14; number 19, H, carries -0.01; number 20, O, carries -0.07; number 21, H, carries 0.09; number 22, H, carries 0.10; number 23, O, carries -0.48; number 24, H, carries 0.03; number 25, C, carries -0.20; number 26, H, carries 0.09; number 27, H, carries 0.08; number 28, H, carries 0.05; number 29, C, carries -0.20; number 30, H, carries 0.08; number 31, H, carries 0.10; number 32, H, carries 0.06; number 33, C, carries -0.20; number 34, H, carries 0.10; number 35, H, carries 0.05; number 36, H, carries 0.07; number 37, C, carries -0.19; number 38, H, carries 0.07; number 39, H, carries 0.10; number 40, H, carries 0.07; number 41, S, carries 0.72; number 42, C, carries -0.71; number 43, N, carries 0.23

***

3.
The following is a quantum chemistry calculation of an isolated ion of composition C12H23N4O3S and charge -1 at a distorted geometry, from the OMol25 dataset.

The geometry in XYZ format:
```
43
Properties=species:S:1:pos:R:3
C 0.813 0.091 -3.704
N 0.396 -1.351 -3.487
C 0.343 -2.064 -2.342
O 0.258 -3.317 -2.482
C 0.242 -1.422 -0.902
C 1.606 -1.202 -0.393
C 2.085 -2.346 0.621
C 1.306 -2.482 1.953
C 2.274 -2.232 3.185
N 1.717 -2.413 4.473
N -0.424 -0.059 -0.814
C -1.577 0.210 -0.169
O -1.979 -0.506 0.772
C -2.247 1.553 -0.489
C -2.217 1.831 -2.022
S -0.622 2.566 -2.246
N -1.794 2.826 0.186
C -2.248 3.309 1.380
C -1.675 4.554 1.866
O -3.172 2.874 2.138
H 1.328 0.488 -2.820
H 1.586 0.044 -4.539
H -0.068 0.777 -3.905
H 0.060 -1.806 -4.344
H -0.291 -2.210 -0.300
H 1.776 -0.288 0.185
H 2.253 -1.170 -1.210
H 3.168 -2.182 0.627
H 1.988 -3.392 0.153
H 0.544 -1.769 2.057
H 0.912 -3.550 1.963
H 2.639 -1.200 3.192
H 3.224 -2.801 3.100
H 1.194 -3.270 4.567
H 0.964 -1.699 4.744
H -0.079 0.698 -1.422
H -3.246 1.344 -0.344
H -2.931 2.548 -2.384
H -2.284 0.919 -2.494
H -1.210 3.477 -0.326
H -0.623 4.459 1.774
H -1.999 5.412 1.336
H -1.991 4.750 2.871
```

* energy above the lowest of the compared OMol25 structures with the same formula, charge and spin: 59.98 kcal/mol
* net charge: -1
* SMILES string: CNC(=O)[C@@H](CCCCN)NC(=O)[C@H](C[S-])NC(C)=O
* electronic energy: -35755.671 eV
* frontier orbital gap: 6.948 eV
* multiplicity: 1
* HOMO: -3.9 eV

Formally, the Löwdin partial charges of the atoms, in units of the elementary charge, are as follows: number 1, C, carries -0.11; number 2, N, carries 0.02; number 3, C, carries -0.42; number 4, O, carries -0.02; number 5, C, carries -0.19; number 6, C, carries -0.16; number 7, C, carries -0.19; number 8, C, carries -0.18; number 9, C, carries -0.33; number 10, N, carries -0.05; number 11, N, carries 0.09; number 12, C, carries -0.43; number 13, O, carries 0.02; number 14, C, carries -0.27; number 15, C, carries -0.58; number 16, S, carries 0.44; number 17, N, carries 0.06; number 18, C, carries -0.52; number 19, C, carries -0.03; number 20, O, carries -0.03; number 21, H, carries 0.04; number 22, H, carries 0.09; number 23, H, carries 0.02; number 24, H, carries 0.14; number 25, H, carries 0.16; number 26, H, carries 0.13; number 27, H, carries 0.08; number 28, H, carries 0.09; number 29, H, carries 0.12; number 30, H, carries 0.08; number 31, H, carries 0.12; number 32, H, carries 0.11; number 33, H, carries 0.11; number 34, H, carries 0.05; number 35, H, carries 0.11; number 36, H, carries -0.01; number 37, H, carries 0.11; number 38, H, carries 0.05; number 39, H, carries 0.03; number 40, H, carries 0.02; number 41, H, carries 0.07; number 42, H, carries 0.07; number 43, H, carries 0.08

***

Which of these has the lowest net charge? C12H23N4O3S

***

What is the formula in the first record? C12H23FO8

***

electronic energy of number 3 (C12H23N4O3S)? -35755.671 eV